ORCA calculation (ωB97M-V with the def2-TZVPD basis set) on 2 unconnected molecules or ions with the total composition C7H9Cl4F3O3P at a distorted geometry.

Results
E ... -81069.68709 eV
Charge ... -1
2S+1 ... 1
E_HOMO ... -4.16 eV
Orbital gap ... 6.07 eV

Each line ends with the Mulliken charge.
Positions of all 27 atoms, in Å:
1 C 2.587 -0.501 0.364  -0.6977
2 C 1.195 0.092 0.271  0.5271
3 C 0.913 1.699 0.008  -0.7536
4 P -0.743 2.037 -0.939  0.6066
5 C -1.812 1.673 0.628  -0.8660
6 O -2.064 0.247 0.867  -0.1924
7 C -3.127 -0.303 0.019  0.6730
8 F -3.723 0.638 -0.954  -0.2035
9 F -4.234 -0.840 0.894  -0.2783
10 F -2.536 -1.524 -0.644  -0.2362
11 C 0.263 2.594 -2.467  0.2062
12 O 0.888 1.675 -3.217  -0.6397
13 O 0.299 4.056 -2.776  -0.7423
14 H 3.264 -0.285 1.311  0.1739
15 H 2.945 -1.231 -0.504  0.2293
16 H 0.316 -0.703 0.375  -0.3308
17 H 1.769 2.051 -0.743  0.4068
18 H 1.008 2.359 0.976  0.4263
19 H -1.323 3.386 -0.917  0.0115
20 H -1.286 0.925 -1.675  -0.0256
21 H -2.789 2.356 0.690  0.3909
22 H -1.141 2.044 1.543  0.3242
23 C 1.866 -4.489 1.377  0.3180
24 Cl 1.714 -5.704 0.083  -0.1099
25 Cl 0.619 -3.235 1.166  -0.0068
26 Cl 1.652 -5.278 2.960  -0.1148
27 Cl 3.481 -3.740 1.301  -0.0963

---

ORCA calculation (ωB97M-V with the def2-TZVPD basis set) on 3 unconnected molecules or ions with the total composition C7H9ClF3NO2S at a distorted geometry.

Results
E ... -44494.57296 eV
Charge ... 0
2S+1 ... 3
E_HOMO (spin up / spin down) ... -5.07 / -10.73 eV
Orbital gap (spin up / spin down) ... 5.09 / 7.38 eV

Each line ends with the Löwdin spin population.
Positions of all 24 atoms, in Å:
1 C -2.769 4.917 -1.818  0.0000
2 C 2.774 0.476 0.076  0.0465
3 C 0.423 -2.014 -0.246  0.2767
4 C -0.757 -2.064 0.577  0.1998
5 C -1.160 -3.479 1.019  0.0477
6 C -1.856 -1.171 0.302  0.0380
7 C 2.139 2.641 -0.049  0.0057
8 N 2.087 1.396 -0.502  0.0406
9 O -3.179 4.537 -2.822  0.0000
10 O -2.397 5.315 -0.809  0.0000
11 F 0.872 3.189 0.140  0.0030
12 F 2.771 3.478 -0.932  0.0032
13 F 2.731 2.909 1.161  0.0000
14 S 0.674 -1.519 1.450  1.1799
15 Cl 1.411 -3.317 -0.849  0.0842
16 H 3.335 0.739 0.892  0.0070
17 H 2.793 -0.457 -0.454  0.0076
18 H -2.145 -3.725 0.565  0.0114
19 H -1.405 -3.680 2.146  0.0095
20 H -0.275 -4.201 0.817  0.0003
21 H -2.628 -1.814 -0.273  0.0087
22 H -1.495 -0.301 -0.368  0.0020
23 H -2.280 -0.521 1.084  0.0054
24 H 0.334 -1.330 -1.108  0.0228

---

ORCA calculation (ωB97M-V with the def2-TZVPD basis set) on C7H9ClO2 in the gas phase at a distorted geometry.

Results
E ... -24017.47276 eV
Charge ... 0
2S+1 ... 1
E_HOMO ... -9.16 eV
Orbital gap ... 9.39 eV
Energy above the lowest of the compared OMol25 structures with the same formula, charge and spin ... 281.9 kJ/mol

Each line ends with the Mulliken charge.
Positions of all 19 atoms, in Å:
1 C -1.879 -0.021 -0.326  -0.6899
2 C 3.008 -0.867 0.062  -0.9277
3 C -0.470 -0.205 -0.805  -0.4238
4 C 1.888 -0.493 -0.522  -0.2273
5 C -2.751 1.939 -1.247  -0.0825
6 C 0.385 -0.501 1.504  -0.5087
7 C 0.553 -0.464 -0.007  0.8442
8 O -2.621 0.580 -1.354  -0.1258
9 O -0.137 0.729 1.990  -0.4702
10 Cl -3.418 2.384 -2.774  -0.0954
11 H -2.408 -0.907 -0.082  0.3293
12 H -1.874 0.473 0.624  0.4702
13 H 3.854 -0.679 -0.434  0.3304
14 H 3.018 -1.268 1.093  0.2074
15 H -0.455 -0.238 -1.860  0.4805
16 H 1.988 0.048 -1.539  0.1728
17 H -0.490 -1.140 1.751  0.2479
18 H 1.375 -0.767 2.081  0.2068
19 H 0.433 1.397 1.845  0.2618

---

ORCA calculation (ωB97M-V with the def2-TZVPD basis set) on C7H9ClO2S in the gas phase.

Results
E ... -34855.70908 eV
Charge ... 0
2S+1 ... 1
E_HOMO ... -9.65 eV
Orbital gap ... 10.16 eV
Energy above the lowest of the compared OMol25 structures with the same formula, charge and spin ... 18.5 kJ/mol

Each line ends with the Mulliken charge.
Positions of all 20 atoms, in Å:
1 C -0.056 -0.611 1.283  -0.4410
2 C -1.074 0.185 1.565  -0.7535
3 C 0.483 -0.242 -1.987  -0.6501
4 C 1.021 -1.606 -1.671  -0.4619
5 C 0.936 0.593 -0.780  -0.6959
6 C 1.384 -1.717 -0.404  -0.6017
7 C 1.097 -0.434 0.343  1.2712
8 O -2.380 1.536 -0.259  -0.5376
9 O -2.596 2.039 2.216  -0.4605
10 S -1.568 1.823 0.912  0.4272
11 Cl 2.502 -0.004 1.416  -0.2308
12 H 0.006 -1.549 1.826  0.2962
13 H -1.805 -0.129 2.295  0.3893
14 H 0.858 0.149 -2.932  0.3889
15 H -0.609 -0.269 -2.041  0.2448
16 H -3.205 2.764 2.061  0.3531
17 H 1.074 -2.380 -2.416  0.4526
18 H 1.910 1.043 -0.987  0.3672
19 H 0.236 1.388 -0.535  0.1937
20 H 1.786 -2.580 0.095  0.4486

---

ORCA calculation (ωB97M-V with the def2-TZVPD basis set) on a molecular structure, C7H9ClOS at a distorted geometry.

Results
E ... -32802.59822 eV
Charge ... 0
2S+1 ... 1
E_HOMO ... -8.08 eV
Orbital gap ... 8.02 eV
Energy above the lowest of the compared OMol25 structures with the same formula, charge and spin ... 657.9 kJ/mol

Each line ends with the Mulliken charge.
Positions of all 19 atoms, in Å:
1 C 0.380 0.795 1.032  -1.2883
2 C 2.090 -0.425 -0.660  0.0367
3 C 3.069 -1.066 -1.281  -0.6687
4 C -1.777 -0.597 -0.391  0.5692
5 C -1.912 -0.960 1.158  -0.0281
6 C -1.503 0.851 -0.476  -1.0173
7 C -1.547 2.031 -0.532  0.1850
8 H 1.062 0.835 1.865  0.3278
9 H 0.738 1.737 0.480  0.3874
10 H -0.592 0.921 1.376  0.6022
11 H 2.264 0.734 -0.526  0.0343
12 H 2.879 -2.107 -1.558  0.2326
13 H 4.117 -0.644 -1.466  0.2282
14 H -0.991 -1.218 -0.809  0.1878
15 H -2.972 -0.752 1.509  0.3440
16 H -1.533 3.076 -0.422  0.4755
17 O -0.962 -1.462 1.838  -0.4604
18 S 0.533 -0.762 -0.013  0.0477
19 Cl -3.344 -0.984 -1.124  -0.1957

---

ORCA calculation (ωB97M-V with the def2-TZVPD basis set) on 2 unconnected molecules or ions with the total composition C7H9FO3P at a distorted geometry.

Results
E ... -25550.52078 eV
Charge ... -1
2S+1 ... 1
E_HOMO ... -4.32 eV
Orbital gap ... 7.54 eV
Energy above the lowest of the compared OMol25 structures with the same formula, charge and spin ... 365.3 kJ/mol

Each line ends with the Mulliken charge.
Positions of all 21 atoms, in Å:
1 C 1.786 1.654 0.047  1.6755
2 C 0.970 0.815 0.369  -1.4938
3 C -3.469 -0.025 0.430  0.6642
4 C 2.686 2.786 -0.148  -1.2733
5 C -0.486 -1.287 -1.176  -1.0291
6 C 1.193 -1.792 1.073  -1.3674
7 C -2.346 0.429 -0.356  -0.1736
8 O -3.123 -0.945 -0.439  -0.4302
9 O -4.233 0.138 1.333  -0.6425
10 O -1.167 -0.835 1.711  -0.7743
11 F -2.800 1.153 -1.491  -0.3332
12 P -0.289 -0.611 0.575  1.1717
13 H 2.244 3.253 -1.057  0.2856
14 H 3.563 2.283 -0.369  0.3422
15 H 2.761 3.285 0.812  0.2788
16 H -0.103 -0.564 -1.904  0.3065
17 H 0.124 -2.227 -1.369  0.3337
18 H -1.523 -1.439 -1.424  0.3831
19 H 0.660 -2.814 1.208  0.2890
20 H 1.909 -1.810 0.234  0.3463
21 H 1.643 -1.448 1.939  0.4409

---

ORCA calculation (ωB97M-V with the def2-TZVPD basis set) on a molecular structure, C7H9I2NO2 at a distorted geometry.

Results
E ... -29188.71860 eV
Charge ... 0
2S+1 ... 1
E_HOMO ... -8.95 eV
Orbital gap ... 8.58 eV
Energy above the lowest of the compared OMol25 structures with the same formula, charge and spin ... 195.6 kJ/mol

Each line ends with the Mulliken charge.
Positions of all 21 atoms, in Å:
1 C -0.260 -0.478 0.688  1.1115
2 C -0.741 0.582 0.025  0.8111
3 C 1.165 -0.856 0.753  0.5685
4 C 0.153 1.282 -0.854  -1.1042
5 C 1.616 0.175 -1.467  -0.2728
6 C -1.089 -1.423 1.515  -1.9083
7 C -2.110 1.095 0.231  -1.4054
8 N 1.923 -0.636 -0.356  -0.5041
9 O 1.609 -1.373 1.765  -0.6195
10 O 1.186 -0.334 -2.660  -0.4918
11 I 1.137 3.038 -0.038  0.1083
12 I 3.850 -1.310 -0.083  0.1437
13 H -0.291 1.448 -1.794  0.5578
14 H 2.373 0.914 -1.610  0.5331
15 H -0.909 -1.159 2.712  0.2677
16 H -0.784 -2.539 1.560  0.3235
17 H -2.114 -1.335 1.277  0.5304
18 H -2.848 1.019 -0.642  0.2672
19 H -2.045 2.276 0.434  0.2854
20 H -2.442 0.637 1.142  0.4626
21 H 0.621 -1.023 -2.600  0.3353

---

ORCA calculation (ωB97M-V with the def2-TZVPD basis set) on a molecular structure, C7H9LaO5P at a distorted geometry.

Results
E ... -27760.33931 eV
Charge ... +3
2S+1 ... 1
E_HOMO ... -21.88 eV
Orbital gap ... 7.57 eV

Each line ends with the Mulliken charge.
Positions of all 23 atoms, in Å:
1 O 3.230 2.784 -1.530  0.0827
2 C 2.133 2.541 -1.243  0.1838
3 La -0.208 2.320 -0.678  1.9218
4 O 3.346 -0.776 -3.305  -0.1348
5 C 3.793 0.020 -2.613  0.1315
6 C 0.317 3.208 -2.945  0.1236
7 O 0.712 3.534 -3.981  -0.0013
8 C 0.258 0.684 -2.457  0.2491
9 O 0.408 0.014 -3.391  0.0083
10 C -1.152 -0.277 3.124  -1.1109
11 P -0.870 -0.673 1.411  1.0330
12 C -2.362 -1.186 0.564  -1.1391
13 C 0.396 -1.910 1.213  -1.0775
14 O -0.369 0.624 0.708  -0.6667
15 H -1.236 0.811 3.258  0.3702
16 H -0.307 -0.633 3.728  0.3612
17 H -2.069 -0.751 3.497  0.4025
18 H -3.110 -0.385 0.642  0.3785
19 H -2.135 -1.335 -0.500  0.3523
20 H -2.792 -2.115 0.966  0.4158
21 H -0.005 -2.920 1.364  0.4146
22 H 0.834 -1.844 0.210  0.3153
23 H 1.187 -1.735 1.955  0.3861

---

ORCA calculation (ωB97M-V with the def2-TZVPD basis set) on C7H9N in the gas phase at a distorted geometry.

Results
E ... -8889.11157 eV
Charge ... 0
2S+1 ... 1
E_HOMO ... -9.09 eV
Orbital gap ... 10.02 eV
Energy above the lowest of the compared OMol25 structures with the same formula, charge and spin ... 583.2 kJ/mol

Each line ends with the Mulliken charge.
Positions of all 17 atoms, in Å:
1 C -3.071 0.062 0.017  -0.3355
2 C -1.813 0.185 -0.016  -1.2232
3 C -0.382 0.177 -0.189  1.2797
4 C 0.725 1.311 -0.260  -0.6816
5 N 1.952 0.493 -0.149  -0.4916
6 C 1.395 -0.853 0.255  -0.1841
7 C 0.175 -1.101 -0.806  -0.4977
8 C 0.325 -0.203 1.164  -0.8234
9 H -4.115 0.289 -0.009  0.4469
10 H 0.749 2.101 0.612  0.2939
11 H 0.600 1.802 -1.225  0.3645
12 H 2.235 0.346 -1.066  0.2916
13 H 2.125 -1.661 0.555  0.3797
14 H -0.487 -2.084 -0.495  0.2718
15 H 0.494 -1.057 -1.918  0.2503
16 H -0.242 -1.064 1.458  0.4062
17 H 0.851 0.411 2.137  0.2525

---

ORCA calculation (ωB97M-V with the def2-TZVPD basis set) on C7H9N in the gas phase at a distorted geometry.

Results
E ... -8894.29497 eV
Charge ... 0
2S+1 ... 1
E_HOMO ... -7.87 eV
Orbital gap ... 8.92 eV
Energy above the lowest of the compared OMol25 structures with the same formula, charge and spin ... 83.1 kJ/mol

Each line ends with the Mulliken charge.
Positions of all 17 atoms, in Å:
1 C 1.420 -0.272 2.332  -0.7808
2 C 0.605 0.390 1.530  -0.4262
3 C 0.334 0.057 0.131  0.0896
4 N 1.394 -0.092 -0.745  -0.0128
5 C 0.926 -0.199 -2.013  -0.5533
6 C -0.433 -0.052 -1.976  -0.6007
7 C -0.810 0.139 -0.618  0.7680
8 C -2.202 0.159 -0.079  -1.2825
9 H 1.964 -1.170 2.036  0.2649
10 H 1.680 0.020 3.343  0.2726
11 H 0.053 1.236 1.937  0.2952
12 H 2.333 -0.231 -0.417  0.2296
13 H 1.561 -0.370 -2.864  0.4109
14 H -1.084 -0.080 -2.836  0.3962
15 H -2.882 0.596 -0.802  0.3429
16 H -2.562 -0.839 0.178  0.2529
17 H -2.296 0.709 0.861  0.3337

---

ORCA calculation (ωB97M-V with the def2-TZVPD basis set) on C7H9N in the gas phase at a distorted geometry.

Results
E ... -8889.16203 eV
Charge ... 0
2S+1 ... 1
E_HOMO ... -9.47 eV
Orbital gap ... 9.90 eV
Energy above the lowest of the compared OMol25 structures with the same formula, charge and spin ... 578.4 kJ/mol

Each line ends with the Mulliken charge.
Positions of all 17 atoms, in Å:
1 C 2.261 -0.728 -1.047  -1.0110
2 C 1.692 -0.868 0.499  -0.3078
3 C 0.290 -0.825 0.944  -0.5103
4 C -0.790 0.009 0.103  0.5751
5 C -2.152 -0.526 -0.187  -0.0365
6 N -3.291 -0.543 -0.317  -0.4336
7 C -0.452 1.214 -0.238  0.0647
8 C 0.860 1.697 0.275  -1.0185
9 H 1.844 0.044 -1.723  0.2761
10 H 2.681 -1.698 -1.469  0.3102
11 H 3.161 -0.325 -0.614  0.3884
12 H 2.558 -0.987 1.331  0.3226
13 H 0.163 -0.797 2.218  0.2081
14 H -1.360 1.981 -0.474  0.3082
15 H 1.822 1.620 -0.451  0.1931
16 H 0.523 2.820 0.172  0.2523
17 H 1.388 1.301 1.135  0.4189

---

ORCA calculation (ωB97M-V with the def2-TZVPD basis set) on 2 unconnected molecules or ions with the total composition C7H9N at a distorted geometry.

Results
E ... -8892.11690 eV
Charge ... 0
2S+1 ... 1
E_HOMO ... -9.45 eV
Orbital gap ... 10.34 eV
Energy above the lowest of the compared OMol25 structures with the same formula, charge and spin ... 293.3 kJ/mol

Each line ends with the Mulliken charge.
Positions of all 17 atoms, in Å:
1 C -0.118 -2.177 -1.263  -0.2812
2 C -1.302 -1.395 -1.277  -0.1529
3 C -1.397 -0.065 -1.418  -0.1099
4 N -0.311 0.674 -1.595  -0.5170
5 C 0.871 0.055 -1.700  -0.0562
6 C 1.000 -1.367 -1.616  -0.3393
7 H -0.139 -3.258 -1.067  0.3841
8 H -2.238 -2.020 -1.151  0.2407
9 H -2.439 0.504 -1.547  0.2625
10 H 1.855 0.642 -1.606  0.2760
11 H 2.018 -1.806 -1.598  0.2960
12 C 0.145 1.127 2.637  -0.4543
13 C 0.471 2.344 2.528  -0.3513
14 H -0.850 0.565 2.546  0.2116
15 H 0.834 0.558 3.194  0.2094
16 H -0.032 3.278 2.153  0.2411
17 H 1.633 2.340 2.780  0.1406

---

What is the charge in the sixth record? -1